Model i:
Entry from the Open Molecules 2025 dataset: 15 unconnected molecules or ions with the total composition H30O15 (the ωB97M-V functional and the def2-TZVPD basis).

Properties
Frontier orbital gap in eV: 10.164

XYZ file:
```
45
H30O15, DFT the ωB97M-V functional and the def2-TZVPD basis
O -0.2858 0.0740 0.3340
O 0.5372 1.8410 3.1420
O -3.1728 -1.1080 1.2920
O -1.6308 -1.9810 -2.4070
O 1.3732 2.0310 -1.6130
O 1.0092 -2.1130 -1.3650
O -0.7818 2.7560 0.3600
O 2.5152 1.7920 1.0410
O -2.1018 0.3750 -1.6630
O 0.2572 0.0990 -3.3850
O 3.1872 -0.6930 -2.2300
O -1.0178 -2.6670 0.8030
O -0.4348 -1.0150 3.2500
O 3.0512 -0.8620 0.4210
O -3.1298 1.6620 1.1610
H -3.0368 0.7140 1.2180
H 3.2462 -0.5490 -1.2710
H 0.1952 -1.9560 -1.8740
H -1.6358 2.4740 0.7610
H 0.7902 1.3480 3.9410
H 2.7032 0.8470 1.0080
H -1.8778 -1.9700 -3.3050
H -2.4628 -1.7730 1.1270
H -0.6688 -1.8940 3.5350
H 2.7632 -1.7260 0.1440
H -4.0108 -1.6140 1.2170
H -2.9058 -0.0400 -1.4360
H -0.4148 -2.1180 0.2900
H 3.1852 2.2070 1.5720
H 0.5992 2.1020 -1.0330
H -3.0448 2.0460 2.1030
H -0.9698 -0.8340 2.4740
H -1.5228 0.3230 -0.9030
H 0.7582 0.7720 -2.9280
H 3.9772 -0.9730 0.6150
H 0.5262 -0.2110 -0.1220
H -0.7008 0.3630 -3.3090
H 1.2462 1.7260 2.5320
H 3.3482 0.1330 -2.6200
H -0.9898 -3.5490 0.4070
H 2.0672 2.1470 -0.9920
H -0.5028 3.5030 0.9190
H 1.7492 -1.6820 -1.7550
H -0.1938 1.0450 0.5890
H -1.5928 -1.0510 -2.0440
```

---

Model ii:
Entry from the Open Molecules 2025 dataset: 15 unconnected molecules or ions with the total composition H30O15 (the ωB97M-V functional and the def2-TZVPD basis).

Properties
Frontier orbital gap in eV: 8.828

XYZ file:
```
45
H30O15, DFT the ωB97M-V functional and the def2-TZVPD basis
O 1.7243 2.0439 1.9104
O -2.3965 -0.1263 1.7868
O 2.5209 -0.5880 3.1988
O -0.8296 2.6528 2.0051
O -0.3082 -2.9785 -0.5031
O 1.9688 0.6124 -3.0323
O 1.0086 2.8050 -0.7138
O 0.4465 -1.2416 1.7148
O -2.8058 -0.2037 -3.2116
O 0.0437 -1.6502 -2.8363
O -2.3109 1.7593 -0.6661
O -2.3994 -1.2827 -0.6885
O 2.5025 -2.4980 0.4053
O 0.0992 0.3209 -0.6484
O 2.9871 0.1245 0.4181
H 0.3777 -0.0635 0.1744
H -0.9718 -2.3108 -0.2586
H -0.2153 -1.6720 2.2367
H 2.6616 0.8610 0.9179
H -2.2347 2.6601 -0.5007
H 3.1470 -1.0701 2.6922
H 1.9402 2.7880 -0.7297
H 1.4717 0.3242 -2.3134
H -0.6238 -3.3773 -1.3451
H -1.5130 2.0007 1.7226
H -0.7256 -1.4698 -3.3594
H 1.6495 -0.7448 2.7392
H 2.7787 0.9012 -2.6067
H 2.0776 2.8265 1.5180
H 2.4004 -2.7040 -0.5029
H -1.3693 3.1624 2.6014
H -2.0945 -0.9393 2.1579
H -3.7381 0.0711 -3.2300
H -3.1561 -1.8204 -0.3898
H 0.7191 1.9325 -0.5866
H -0.6123 0.8569 -0.4062
H -3.2461 1.5656 -0.5113
H 0.7656 2.1783 1.8744
H -3.3240 -0.1582 2.1157
H -0.2507 -1.6627 -1.9234
H -2.2562 -0.5803 -0.0435
H 3.2583 0.4742 -0.4421
H 0.7260 -1.8308 1.0514
H 2.7321 -1.5901 0.4742
H -2.6255 -0.3586 -2.2659
```

---

model i takes first place; second place is 188.1 kJ/mol up.

---

Model i:
Entry from the Open Molecules 2025 dataset: 2 unconnected molecules or ions with the total composition CH6NO (the ωB97M-V functional and the def2-TZVPD basis).

Properties
Net charge: +1
Frontier orbital gap in eV: 9.818

XYZ file:
```
9
CH6NO, DFT the ωB97M-V functional and the def2-TZVPD basis
O -1.2211 -0.1492 0.6771
N 0.8498 0.3332 0.2029
C -0.4128 -0.1417 -0.3899
H 0.5790 0.2973 1.2224
H 1.6396 -0.3327 -0.0118
H 0.4772 -1.7385 -0.9270
H -2.1823 -0.0918 0.5078
H 1.0125 1.4358 0.0126
H -0.7420 0.3878 -1.2942
```

---

Model ii:
Entry from the Open Molecules 2025 dataset: 2 unconnected molecules or ions with the total composition CH6NO (the ωB97M-V functional and the def2-TZVPD basis).

Properties
Net charge: +1
Frontier orbital gap in eV: 10.128

XYZ file:
```
9
CH6NO, DFT the ωB97M-V functional and the def2-TZVPD basis
O 0.8128 -0.6272 0.6808
N -1.3417 1.0523 -0.9425
C 1.6869 -1.3042 1.1665
H -0.9853 0.5396 -0.1172
H 2.7029 -1.2824 0.7514
H -1.5674 2.0171 -0.7007
H 1.4832 -1.9157 2.0572
H -2.1973 0.5957 -1.2669
H -0.5940 0.9248 -1.6285
```

---

model ii takes first place; second place is 338.4 kJ/mol up.

---

Model i:
Entry from the Open Molecules 2025 dataset: a single C4H9NO2 molecule (the ωB97M-V functional and the def2-TZVPD basis).

Properties
SMILES: C[C@@H]1O[C@H]1N(C)O
Frontier orbital gap in eV: 9.231

XYZ file:
```
16
C4H9NO2, DFT the ωB97M-V functional and the def2-TZVPD basis
O 2.4759 -0.8510 0.1825
O -0.1624 0.8786 1.2372
N 1.0646 -0.7776 -0.1411
C -1.4959 1.7657 -0.7277
C -1.0595 0.6591 0.1833
C 0.3657 -1.8964 0.4775
C 0.6285 0.5211 0.1786
H -0.8119 2.6140 -0.6535
H 2.9079 -1.0923 -0.6500
H -1.5237 1.4371 -1.7726
H 0.9609 -2.7884 0.2924
H 0.2217 -1.7563 1.5515
H -2.5007 2.0990 -0.4603
H -1.8025 -0.0880 0.4355
H -0.6086 -2.0002 0.0041
H 1.3400 1.2756 -0.1374
```

---

Model ii:
Entry from the Open Molecules 2025 dataset: a single C4H9NO2 molecule (the ωB97M-V functional and the def2-TZVPD basis).

Properties
SMILES: NC(=O)CCCO
Frontier orbital gap in eV: 9.653

XYZ file:
```
16
C4H9NO2, DFT the ωB97M-V functional and the def2-TZVPD basis
O -0.7504 1.9136 0.3663
O 2.3023 -1.5305 0.8135
N 1.1994 0.4800 0.6752
C -1.0917 -0.5895 -0.2657
C -0.6662 0.7535 -0.8728
C 1.2878 -0.8837 0.5883
C 0.0302 -1.5822 0.0796
H -1.8087 -1.0613 -0.9538
H 0.3040 1.1974 0.8619
H -1.4381 1.2473 -1.4184
H 0.3292 -2.1891 -0.7894
H -0.3266 2.7848 0.1974
H -0.2963 -2.3131 0.8327
H -1.6595 -0.3305 0.6289
H 2.1217 0.8827 0.7300
H 0.2594 0.6411 -1.4763
```

---

model ii takes first place; second place is 229.9 kJ/mol up.